1.
{"formula": "C2H2OS2", "method": "the ωB97M-V functional and the def2-TZVPD basis", "elements": ["O", "C", "S", "C", "S", "H", "H"], "positions_angstrom": [[-0.33155, 1.46958, -0.03406], [-0.70079, 0.16988, -0.01282], [-2.24853, -0.43250, -0.03533], [0.45475, -0.73313, -0.02780], [2.05950, -0.28883, -0.03680], [0.69940, 1.54821, 0.06873], [0.06724, -1.73322, 0.07808]], "lowdin_charge": [-0.0653, -0.9360, 0.7501, -0.6157, 0.7533, 0.0794, 0.0342], "energy_ha": -948.97787, "fmax_ev_per_a": 2.380}

=====

2.
{"formula": "C2H2S3", "method": "the ωB97M-V functional and the def2-TZVPD basis", "elements": ["C", "C", "S", "S", "S", "H", "H"], "positions_angstrom": [[-2.10191, -0.04587, -0.16710], [1.31915, -0.11936, -0.01423], [-1.23658, 1.23059, 0.02797], [2.70003, 0.82984, -0.01427], [0.73309, -1.63879, 0.02332], [-1.97690, -1.00914, 0.12172], [0.56312, 0.75272, 0.02259]], "lowdin_charge": [-0.3976, -1.3868, 0.8207, 0.5996, 0.6364, -0.0942, -0.1781], "energy_ha": -1271.79078, "fmax_ev_per_a": 4.300}

=====

3.
{"formula": "C2H37N3O18P2", "method": "the ωB97M-V functional and the def2-TZVPD basis", "elements": ["N", "C", "C", "O", "P", "O", "O", "N", "O", "P", "N", "H", "H", "H", "H", "H", "H", "H", "H", "H", "O", "H", "H", "O", "H", "H", "O", "H", "H", "O", "H", "H", "O", "H", "H", "O", "H", "H", "O", "H", "H", "O", "H", "H", "O", "H", "H", "O", "H", "H", "O", "H", "H", "O", "H", "H", "O", "H", "H", "O", "H", "H"], "positions_angstrom": [[-2.62722, 1.40446, 0.02739], [-2.35342, 1.14013, 1.23687], [-1.09652, 1.67924, 1.85662], [-0.07405, 0.68660, 1.68114], [1.34461, 1.27513, 1.30899], [1.61802, 2.56400, 1.94709], [2.35916, 0.12179, 1.66615], [2.66481, 0.04000, 3.07567], [1.40627, 1.42205, -0.28146], [1.34034, 0.09320, -1.26222], [0.85727, -1.20352, -0.57470], [-3.50317, 0.94579, -0.21446], [-2.98154, 0.51921, 1.86194], [-0.84147, 2.60733, 1.37529], [-1.28630, 1.85748, 2.90783], [1.92967, 0.46866, 3.62360], [2.70563, -0.94275, 3.29423], [0.45934, 0.51440, -2.25095], [2.61804, 0.03474, -1.81120], [1.56993, -1.91752, -0.59670], [4.78261, -0.53275, -2.75809], [5.01356, -1.36065, -3.19717], [5.45884, -0.43563, -2.08180], [1.92938, -3.81041, -2.13720], [2.20305, -3.98728, -3.04156], [1.03936, -4.16772, -2.07556], [-1.00152, 5.16827, 0.76637], [-0.24453, 4.86681, 1.28308], [-0.97993, 6.12547, 0.84362], [-4.44594, 0.20413, 3.70975], [-4.50839, -0.75866, 3.78045], [-5.35177, 0.46942, 3.53866], [-5.93801, -2.07113, 3.11630], [-5.71356, -2.73530, 2.45210], [-6.65815, -2.46603, 3.61505], [3.90427, -1.23405, -5.39197], [3.86526, -0.67676, -4.60431], [3.52425, -0.70035, -6.09307], [-4.20091, 2.91908, -2.23736], [-3.46300, 2.61435, -1.69200], [-4.19868, 3.87334, -2.11183], [-4.05927, 3.83574, -5.17696], [-3.69918, 3.04187, -5.58491], [-4.17164, 3.60246, -4.24745], [3.71955, -2.91823, 2.65372], [3.67510, -3.87574, 2.58185], [4.27497, -2.64551, 1.91597], [6.95492, -2.47603, 3.93159], [6.72457, -3.40494, 4.00948], [6.11564, -2.01060, 3.99951], [4.00771, -1.24381, 5.78744], [3.91912, -1.88692, 5.07507], [3.36085, -1.52206, 6.44172], [-4.27403, 1.55954, -7.31396], [-3.93871, 1.41038, -8.20164], [-5.14352, 1.15130, -7.30631], [-5.46359, -4.80527, 1.83082], [-5.47265, -5.39687, 2.58848], [-4.97537, -5.28195, 1.15412], [2.46563, 2.42361, -2.97670], [2.40206, 2.93839, -2.16414], [2.05330, 2.97985, -3.64389]], "lowdin_charge": [0.1204, -0.1719, -0.1867, -0.1715, 0.3033, -0.2295, -0.2467, 0.0618, -0.3562, 0.6730, -0.2433, 0.0564, 0.0914, 0.0852, 0.1268, 0.0755, 0.0371, 0.0147, -0.0008, -0.0476, -0.0631, 0.0409, 0.0525, -0.0649, 0.0344, 0.0371, -0.0620, 0.0256, 0.0316, -0.0755, 0.0086, 0.0300, -0.0508, 0.0175, 0.0499, -0.0603, -0.0010, 0.0363, -0.0633, 0.0017, 0.0455, -0.0726, 0.0024, -0.0139, -0.0421, 0.0493, 0.0546, -0.0538, 0.0284, 0.0088, -0.0503, 0.0006, 0.0386, -0.0443, 0.0377, 0.0414, -0.0441, 0.0470, 0.0476, -0.0772, 0.0356, 0.0440], "energy_ha": -2299.69550, "fmax_ev_per_a": 1.050}

=====

4.
{"formula": "C2H3AgO3", "method": "the ωB97M-V functional and the def2-TZVPD basis", "elements": ["O", "Ag", "O", "C", "O", "C", "H", "H", "H"], "positions_angstrom": [[-2.03503, 0.22908, 0.70081], [-2.55327, -0.58852, -1.07651], [0.12781, 0.44004, 0.67300], [-0.91077, -0.36083, 0.58516], [-0.87862, -1.50091, 0.05893], [1.32189, 0.45285, -0.09926], [2.08503, -0.02664, 0.51976], [1.26066, -0.13437, -1.02075], [1.58230, 1.48929, -0.34115]], "lowdin_charge": [0.0771, 1.0959, 0.0428, -0.6890, 0.1271, 0.0090, 0.1144, 0.1058, 0.1170], "energy_ha": -450.30112, "multiplicity": 2, "total_charge": 1, "fmax_ev_per_a": 4.074}

=====

5.
{"formula": "C2H3BaF", "method": "the ωB97M-V functional and the def2-TZVPD basis", "elements": ["C", "C", "H", "H", "H", "F", "Ba"], "positions_angstrom": [[-0.99659, -0.39555, -0.53054], [-1.41480, -1.59956, 0.07203], [-1.05348, -0.28869, -1.62172], [-1.66481, -1.64938, 1.13465], [-1.25231, -2.53692, -0.46723], [-1.38399, 0.99117, 0.17442], [1.54351, 0.21230, 0.16501]], "lowdin_charge": [-0.4727, -0.0594, 0.0684, 0.0488, 0.0509, -0.2840, 1.6479], "energy_ha": -203.00953, "multiplicity": 2, "total_charge": 1, "fmax_ev_per_a": 2.972}

=====

6.
{"formula": "C2H3BeF6N3O14S6", "method": "the ωB97M-V functional and the def2-TZVPD basis", "elements": ["Be", "N", "S", "O", "O", "F", "S", "O", "O", "F", "N", "S", "O", "O", "F", "S", "O", "O", "F", "N", "S", "O", "O", "F", "S", "O", "O", "F", "C", "C", "O", "O", "H", "H", "H"], "positions_angstrom": [[0.14678, -0.60235, -0.08177], [0.87516, 1.13122, 1.38125], [0.08999, 1.91551, 2.46041], [-0.78373, 2.98437, 1.98846], [0.80593, 2.15177, 3.68995], [-0.98806, 0.75253, 2.86065], [2.12461, 2.28583, 1.31584], [3.27502, 1.89083, 2.09364], [1.82674, 3.68573, 1.26743], [2.54090, 1.98497, -0.17554], [-0.31892, 0.19378, -2.21372], [-0.15067, 1.82919, -2.69674], [-1.33777, 2.61382, -2.90437], [1.03414, 2.12298, -3.43927], [0.28566, 2.23973, -1.24988], [-0.93851, -0.17987, -3.59440], [-0.04686, -0.27551, -4.75051], [-2.32327, 0.15339, -3.89375], [-0.92821, -1.76553, -3.29914], [-2.04077, -1.03595, 0.68084], [-3.20659, 0.17649, 0.37072], [-3.77568, 0.92376, 1.43292], [-4.02351, -0.05988, -0.80301], [-2.12874, 1.23826, -0.15191], [-3.00059, -1.98398, 1.40566], [-3.66402, -2.90301, 0.50337], [-3.78400, -1.66013, 2.58355], [-1.90874, -2.93137, 2.06236], [3.79128, -2.57360, 0.61239], [2.37650, -2.25384, 0.21217], [2.18103, -1.61883, -0.86255], [1.46003, -2.50174, 1.02473], [4.42496, -1.71702, 0.84700], [4.29083, -3.07217, -0.21933], [3.81910, -3.13938, 1.54253]], "lowdin_charge": [0.8728, -0.2714, 0.4575, -0.2793, -0.2739, -0.2096, 0.5356, -0.2759, -0.2499, -0.1777, -0.2646, 0.5197, -0.2406, -0.2474, -0.2073, 0.4593, -0.2910, -0.2693, -0.2172, -0.2785, 0.5454, -0.2372, -0.2503, -0.2159, 0.4224, -0.2897, -0.2728, -0.1901, -0.0170, -0.7481, -0.0390, -0.0253, 0.0799, 0.0746, 0.0717], "energy_ha": -4298.71218, "total_charge": -2, "fmax_ev_per_a": 8.694}

=====

7.
{"formula": "C2H3Br", "method": "the ωB97M-V functional and the def2-TZVPD basis", "elements": ["C", "C", "Br", "H", "H", "H"], "positions_angstrom": [[-0.55066, 0.74260, -0.11306], [-0.07778, -0.23325, 0.63703], [0.90507, -0.67923, 2.04427], [-1.03260, 0.77631, -1.01172], [-0.06485, 1.67129, -0.16021], [0.82082, -2.27773, -1.39630]], "lowdin_charge": [-0.1206, -0.7279, 0.7340, 0.0153, 0.0342, 0.0651], "energy_ha": -2651.78213, "fmax_ev_per_a": 3.306}

=====

8.
{"formula": "C2H3Br2FO", "method": "the ωB97M-V functional and the def2-TZVPD basis", "elements": ["C", "C", "O", "F", "Br", "Br", "H", "H", "H"], "positions_angstrom": [[0.59849, -0.66672, -0.56551], [-0.35449, 0.35399, 0.13043], [-0.18589, 0.45953, 1.48073], [-0.33426, 1.62913, -0.35682], [2.42251, -0.16825, -0.22824], [-2.28182, -0.26819, -0.26211], [0.50412, -0.75591, -1.62991], [0.53861, -1.72038, -0.26532], [-0.90726, 1.13682, 1.69676]], "lowdin_charge": [-0.6101, -0.9861, -0.0435, -0.0207, 0.8281, 0.5602, 0.0573, 0.0747, 0.1401], "energy_ha": -5400.92898, "multiplicity": 3, "fmax_ev_per_a": 6.677}

=====

9.
{"formula": "C2H3Br2N3", "method": "the ωB97M-V functional and the def2-TZVPD basis", "elements": ["Br", "C", "C", "N", "N", "N", "H", "H", "Br", "H"], "positions_angstrom": [[1.83534, -1.29095, -0.37707], [0.27956, -0.28179, -0.58777], [-1.03904, -0.50409, -0.32344], [-1.72063, 0.60548, -0.67538], [-0.96344, 1.49137, -1.20381], [0.28430, 0.98914, -1.13840], [-1.57711, -1.22927, 0.24905], [1.05022, 1.56468, -1.50151], [0.59215, -0.24509, 3.33095], [1.25865, -1.09949, 2.22737]], "lowdin_charge": [0.7695, -0.7541, -0.1855, -0.0203, -0.0080, -0.0211, 0.1012, 0.1559, 0.2264, -0.2641], "energy_ha": -5390.25845, "fmax_ev_per_a": 2.372}

=====

10.
{"formula": "C2H3Br2N3", "method": "the ωB97M-V functional and the def2-TZVPD basis", "elements": ["Br", "C", "N", "N", "N", "C", "Br", "H", "H", "H"], "positions_angstrom": [[-2.61846, -0.87974, -0.08006], [-0.82176, -0.49235, -0.88969], [-1.08831, 0.81238, -1.47483], [-0.42312, 1.69374, -0.85497], [0.35605, 1.20942, 0.08510], [0.28357, -0.26301, 0.12140], [1.86582, -1.12602, -0.26895], [-0.79589, -1.31479, -1.59860], [1.08169, 1.79768, 0.40947], [-0.19960, -0.57660, 1.03764]], "lowdin_charge": [0.6296, -0.7089, -0.0663, -0.0165, -0.0466, -0.8368, 0.7946, 0.0685, 0.1209, 0.0614], "energy_ha": -5390.24076, "fmax_ev_per_a": 2.474}

=====

11.
{"formula": "C2H3Br2O2Si", "method": "the ωB97M-V functional and the def2-TZVPD basis", "elements": ["C", "C", "O", "O", "Si", "Br", "Br", "H", "H", "H"], "positions_angstrom": [[-2.28421, -0.70835, -0.64687], [1.52375, 0.02552, 0.42860], [-1.23606, -0.50481, -0.10533], [-2.89118, -0.68863, -1.66088], [1.17356, 1.32844, -0.87074], [-3.74643, -1.54784, 0.87270], [2.69169, 2.87584, -0.00401], [1.03379, 0.16267, 1.30713], [1.20749, -0.89583, 0.07751], [2.52760, -0.04701, 0.60189]], "lowdin_charge": [-0.9330, -0.4197, -0.0874, -0.0175, 0.4269, 0.0602, 0.0255, -0.0050, -0.0161, -0.0340], "energy_ha": -5666.12577, "total_charge": -1, "fmax_ev_per_a": 3.216}

=====

12.
{"formula": "C2H3BrF2O2", "method": "the ωB97M-V functional and the def2-TZVPD basis", "elements": ["C", "C", "O", "O", "F", "F", "Br", "H", "H", "H"], "positions_angstrom": [[0.03389, 1.09735, 1.73300], [1.51261, -0.18850, -1.40793], [-0.48678, 1.43384, 2.70022], [1.01676, -0.95368, -2.26102], [-0.31996, 1.69924, 0.57003], [2.46814, -0.90884, -0.71027], [-2.90614, -0.28338, 0.65676], [0.82578, 0.44907, 1.63891], [-3.15589, -0.44781, -0.73543], [1.01160, -1.89727, -2.18428]], "lowdin_charge": [-0.3871, -0.1347, 0.1404, 0.1022, 0.0023, -0.0505, 0.3785, 0.1071, -0.2715, 0.1133], "energy_ha": -3002.14379, "fmax_ev_per_a": 3.333}